1.
DFT (ωB97M-V/def2-TZVPD) results for a 5-piece molecular cluster, C33H58BrF2N2O8S4Si overall at a distorted geometry.

Geometry as ORCA input:
```
! wB97M-V def2-TZVPD RIJCOSX def2/J DEFGRID3
* xyz 1 1
C 9.19 -0.93 -0.55
N 7.82 -0.73 -1.12
C 7.19 0.52 -0.61
C 5.90 0.84 -1.56
N 4.63 1.00 -0.74
C 3.79 1.89 -1.31
C 2.37 2.42 -0.80
F 2.10 3.63 -1.50
F 2.57 2.81 0.58
C 1.19 1.34 -0.86
C 0.02 1.85 -1.87
Si -1.24 0.48 -2.35
C -2.04 0.94 -4.06
C -0.41 -1.24 -2.55
C -2.70 0.29 -1.13
C -2.64 -0.68 0.11
C -3.88 -0.83 1.04
C -5.19 -0.01 0.77
C -5.29 0.98 -0.44
C -4.02 1.09 -1.35
C 4.48 2.41 -2.69
C 6.00 2.38 -2.09
Br 7.50 2.88 -3.28
H 9.63 -0.01 -0.04
H 9.23 -1.85 0.17
H 9.87 -1.21 -1.44
H 7.94 -0.58 -2.13
H 7.96 1.38 -0.62
H 6.83 0.38 0.47
H 5.88 0.10 -2.42
H 4.49 0.52 0.15
H 1.52 0.27 -1.05
H 0.71 1.34 0.19
H 0.56 2.15 -2.85
H -0.51 2.79 -1.49
H -3.07 0.42 -4.06
H -1.40 0.55 -4.92
H -2.26 2.06 -4.16
H -0.81 -1.68 -3.52
H -0.75 -1.94 -1.69
H 0.73 -1.16 -2.51
H -1.68 -1.27 0.28
H -3.80 -1.57 1.91
H -6.11 -0.13 1.43
H -6.25 1.57 -0.66
H -4.09 1.79 -2.26
H 4.09 3.38 -3.13
H 4.54 1.55 -3.47
H 5.87 3.06 -1.18
C -11.51 0.39 1.97
C -11.19 -0.05 0.54
C -9.70 0.18 0.31
S -8.92 0.04 1.92
O -8.37 1.32 2.28
O -8.13 -1.18 1.95
C -10.42 -0.22 2.84
H -12.50 0.06 2.28
H -11.47 1.48 2.04
H -11.42 -1.11 0.42
H -11.79 0.50 -0.19
H -9.27 -0.56 -0.37
H -9.50 1.19 -0.07
H -10.34 0.24 3.82
H -10.56 -1.30 2.95
C 7.16 -5.27 3.26
C 8.24 -5.08 4.33
C 9.60 -5.22 3.63
S 9.34 -4.71 1.94
O 9.55 -5.86 1.08
O 10.01 -3.45 1.71
C 7.59 -4.42 2.08
H 6.17 -4.98 3.63
H 7.11 -6.33 2.97
H 8.15 -4.08 4.76
H 8.14 -5.80 5.14
H 10.35 -4.57 4.09
H 9.94 -6.25 3.63
H 7.09 -4.69 1.15
H 7.44 -3.35 2.29
C -4.96 -5.71 2.38
C -5.28 -4.23 2.62
C -6.71 -3.99 2.13
S -7.57 -5.55 2.30
O -7.91 -6.03 0.98
O -8.54 -5.45 3.36
C -6.16 -6.49 2.89
H -4.04 -6.01 2.89
H -4.82 -5.89 1.31
H -5.22 -4.02 3.69
H -4.57 -3.57 2.11
H -7.22 -3.23 2.73
H -6.73 -3.71 1.08
H -6.21 -7.51 2.51
H -6.20 -6.49 3.98
C 3.47 7.25 -2.95
C 2.60 6.65 -1.84
C 1.66 7.75 -1.34
S 1.42 8.87 -2.72
O 2.01 10.14 -2.38
O 0.07 8.75 -3.20
C 2.51 8.02 -3.85
H 4.01 6.48 -3.50
H 4.20 7.93 -2.51
H 2.01 5.82 -2.25
H 3.20 6.24 -1.02
H 0.70 7.35 -1.03
H 2.11 8.32 -0.52
H 3.02 8.75 -4.49
H 1.91 7.34 -4.45
*
```

E_LUMO ... -0.1892 Ha
HOMO level ... -10.6 eV
Gap between HOMO and LUMO ... 5.461 eV



2.
DFT (ωB97M-V/def2-TZVPD) results for a 6-piece molecular cluster, C33H58BrN4O10 overall.

Geometry as ORCA input:
```
! wB97M-V def2-TZVPD RIJCOSX def2/J DEFGRID3
* xyz 1 1
C 5.08 -0.87 -1.06
C 4.75 0.25 -0.08
C 4.21 1.48 -0.79
Br 5.62 2.51 -1.60
N 3.47 2.34 0.12
C 2.23 2.02 0.49
N 1.57 0.94 0.05
C 0.41 0.97 0.67
N 0.28 2.02 1.47
C -0.79 2.46 2.38
C -2.16 2.43 1.73
C -2.60 1.05 1.29
C -2.38 -0.10 2.05
C -2.78 -1.35 1.58
C -3.39 -1.49 0.33
C -3.63 -0.34 -0.42
C -3.23 0.90 0.05
N 1.47 2.70 1.35
H 5.67 -1.64 -0.59
H 5.55 -0.49 -1.97
H 4.15 -1.35 -1.37
H 5.62 0.49 0.53
H 3.94 -0.11 0.55
H 3.52 1.16 -1.56
H 3.90 3.15 0.53
H -0.36 0.23 0.54
H -0.75 1.89 3.30
H -0.56 3.49 2.64
H -2.86 2.78 2.48
H -2.23 3.11 0.88
H -1.89 -0.04 3.02
H -2.59 -2.24 2.16
H -3.68 -2.45 -0.07
H -4.10 -0.41 -1.39
H -3.41 1.78 -0.56
H 1.64 3.55 1.86
O -6.23 2.90 -1.46
C -5.88 3.15 -2.58
O -4.55 3.15 -2.85
C -4.04 3.29 -4.18
C -3.94 4.74 -4.60
C -6.85 3.54 -3.66
H -4.62 2.69 -4.88
H -3.04 2.86 -4.14
H -4.92 5.22 -4.63
H -3.49 4.82 -5.59
H -3.33 5.30 -3.89
H -7.11 4.60 -3.54
H -7.75 2.94 -3.54
H -6.49 3.38 -4.67
O -7.45 0.94 -5.12
C -6.95 0.63 -6.17
O -6.35 1.59 -6.90
C -5.60 1.31 -8.09
C -6.49 1.20 -9.31
C -7.03 -0.78 -6.70
H -4.97 0.43 -7.95
H -4.93 2.16 -8.20
H -7.19 0.37 -9.22
H -5.89 1.04 -10.20
H -7.08 2.10 -9.43
H -8.00 -0.92 -7.16
H -6.94 -1.47 -5.86
H -6.25 -1.04 -7.41
O -4.07 -4.34 -2.41
C -3.35 -5.13 -1.85
O -2.24 -4.67 -1.24
C -1.39 -5.47 -0.42
C -0.39 -6.26 -1.23
C -3.63 -6.62 -1.87
H -1.99 -6.11 0.24
H -0.87 -4.76 0.23
H -0.88 -6.97 -1.90
H 0.28 -6.82 -0.57
H 0.21 -5.59 -1.85
H -3.28 -7.02 -2.82
H -4.70 -6.76 -1.81
H -3.17 -7.17 -1.06
O 3.13 -2.85 2.12
C 3.81 -2.35 2.98
O 5.14 -2.48 2.91
C 6.04 -1.78 3.81
C 6.22 -2.54 5.10
C 3.19 -1.64 4.17
H 5.71 -0.76 3.97
H 6.99 -1.74 3.28
H 5.28 -2.63 5.66
H 6.94 -2.03 5.74
H 6.58 -3.55 4.91
H 2.88 -2.39 4.89
H 2.32 -1.10 3.81
H 3.85 -0.92 4.65
O 5.73 0.81 5.28
C 6.42 1.29 6.14
O 7.74 1.18 6.03
C 8.67 1.82 6.92
C 8.90 1.01 8.18
C 5.81 1.94 7.36
H 8.36 2.84 7.13
H 9.60 1.88 6.36
H 7.98 0.90 8.77
H 9.65 1.49 8.81
H 9.24 0.01 7.93
H 5.53 1.16 8.07
H 4.92 2.48 7.06
H 6.47 2.65 7.86
*
```

E_LUMO ... -0.0898 Ha
HOMO level ... -11.3 eV
Energy above the lowest of the compared OMol25 structures with the same formula, charge and spin ... 0.00 kJ/mol
Gap between HOMO and LUMO ... 8.870 eV



3.
DFT (ωB97M-V/def2-TZVPD) results for a 7-piece molecular cluster, C33H58FI3O15S6 overall at a distorted geometry.

Geometry as ORCA input:
```
! wB97M-V def2-TZVPD RIJCOSX def2/J DEFGRID3
* xyz 0 1
C -4.27 1.30 1.66
C -3.32 1.64 0.33
I -4.19 2.96 -1.18
C -1.93 1.12 0.18
I -1.14 -0.18 1.82
C -0.89 1.42 -1.04
O -0.41 2.84 -1.04
C -0.37 3.11 -2.52
O 0.53 3.95 -3.04
O -1.40 2.25 -3.18
C -1.20 0.90 -2.56
I 0.61 0.25 -3.71
C -2.48 -0.05 -2.89
C -2.62 -1.40 -1.98
C -1.27 -2.32 -1.87
F -3.67 -2.26 -2.64
H -5.40 1.64 1.47
H -4.18 0.18 1.99
H -3.88 2.04 2.51
H 0.13 0.86 -0.80
H -3.53 0.51 -2.90
H -2.33 -0.43 -4.02
H -3.06 -1.20 -0.88
H -1.49 -3.25 -1.16
H -0.33 -1.76 -1.44
H -0.97 -2.78 -2.92
C 4.66 2.67 -2.11
C 5.42 1.68 -1.23
C 5.24 0.29 -1.84
S 4.99 0.54 -3.59
O 3.64 0.13 -3.93
O 6.15 0.07 -4.32
C 5.03 2.32 -3.54
H 4.91 3.70 -1.86
H 3.58 2.53 -1.96
H 6.49 1.94 -1.23
H 5.07 1.70 -0.19
H 6.13 -0.34 -1.69
H 4.36 -0.22 -1.44
H 4.34 2.74 -4.28
H 6.05 2.64 -3.77
C 8.17 -0.99 3.51
C 9.10 -1.20 2.32
C 8.24 -1.21 1.05
S 6.81 -0.21 1.42
O 5.64 -1.06 1.41
O 6.88 1.02 0.65
C 7.24 0.14 3.11
H 8.72 -0.76 4.42
H 7.59 -1.91 3.68
H 9.82 -0.37 2.27
H 9.68 -2.12 2.41
H 8.77 -0.78 0.20
H 7.90 -2.22 0.81
H 6.33 0.19 3.72
H 7.76 1.10 3.13
C -8.25 -4.51 -1.66
C -6.93 -4.29 -2.40
C -5.87 -3.92 -1.36
S -6.39 -4.69 0.17
O -6.72 -3.64 1.11
O -5.48 -5.77 0.49
C -7.91 -5.38 -0.46
H -9.00 -4.98 -2.30
H -8.65 -3.54 -1.33
H -6.64 -5.22 -2.91
H -7.02 -3.52 -3.17
H -4.88 -4.30 -1.64
H -5.83 -2.84 -1.20
H -8.68 -5.36 0.31
H -7.70 -6.41 -0.77
C -3.48 6.92 -0.19
C -2.87 8.32 -0.15
C -3.83 9.22 0.63
S -4.70 8.15 1.77
O -6.10 8.12 1.39
O -4.27 8.44 3.12
C -3.95 6.63 1.23
H -2.77 6.17 -0.54
H -4.34 6.91 -0.87
H -1.90 8.28 0.37
H -2.69 8.71 -1.15
H -3.30 9.99 1.19
H -4.57 9.68 -0.03
H -4.67 5.81 1.29
H -3.09 6.43 1.89
C -9.27 -7.90 4.84
C -8.33 -8.10 3.65
C -9.19 -8.11 2.38
S -10.63 -7.11 2.75
O -11.80 -7.96 2.74
O -10.56 -5.88 1.99
C -10.20 -6.76 4.44
H -8.72 -7.66 5.75
H -9.85 -8.81 5.01
H -7.62 -7.27 3.60
H -7.76 -9.03 3.74
H -8.66 -7.68 1.53
H -9.54 -9.12 2.14
H -11.10 -6.71 5.05
H -9.68 -5.80 4.46
C 9.73 2.79 -1.33
C 11.05 3.00 -2.08
C 12.11 3.38 -1.03
S 11.59 2.61 0.50
O 11.26 3.65 1.44
O 12.50 1.53 0.82
C 10.07 1.92 -0.13
H 8.98 2.31 -1.97
H 9.34 3.75 -1.00
H 11.34 2.08 -2.58
H 10.96 3.78 -2.84
H 13.10 3.00 -1.31
H 12.15 4.46 -0.88
H 9.31 1.94 0.64
H 10.28 0.89 -0.44
*
```

E_LUMO ... -0.0334 Ha
HOMO level ... -9.3 eV
Energy above the lowest of the compared OMol25 structures with the same formula, charge and spin ... 545.05 kJ/mol
Gap between HOMO and LUMO ... 8.404 eV
Structure (SMILES) ... C/C(I)=C(\I)[C@@H]1OC(=O)O[C@]1(I)C[C@H](C)F.O=S1(=O)CCCC1.O=S1(=O)CCCC1.O=S1(=O)CCCC1.O=S1(=O)CCCC1.O=S1(=O)CCCC1.O=S1(=O)CCCC1



4.
DFT (ωB97M-V/def2-TZVPD) results for a 6-piece molecular cluster, C33H58N7O4 overall at a distorted geometry.

Geometry as ORCA input:
```
! wB97M-V def2-TZVPD RIJCOSX def2/J DEFGRID3
* xyz 1 1
C -0.29 1.32 6.24
C -0.57 -0.28 6.30
O -0.27 -0.75 7.65
C 0.31 -1.05 5.18
N -0.61 -1.62 4.14
C 0.09 -1.82 2.83
C -0.77 -2.72 1.80
O -1.29 -1.97 0.66
N -2.38 -1.22 1.01
C -3.62 -1.57 0.19
C -4.21 -0.31 -0.61
O -3.63 -0.15 -1.93
C -3.75 1.27 -2.28
C -3.43 1.54 -3.83
O -2.69 2.80 -4.06
C -1.31 2.41 -4.07
C -0.47 2.12 -5.34
C 1.04 1.69 -5.30
C 1.80 1.50 -3.93
C 3.34 1.01 -3.88
C 3.55 0.00 -2.66
C 3.52 0.10 -5.24
C 4.42 2.19 -4.01
C 4.91 2.85 -2.64
C 3.73 3.29 -1.63
C 6.09 2.01 -1.89
C 5.64 4.25 -3.07
C 0.94 1.80 -2.66
C -0.54 2.26 -2.70
H 0.84 1.47 6.21
H -0.76 1.67 5.24
H -0.79 1.85 7.12
H -1.70 -0.47 6.13
H -0.82 -0.22 8.27
H 0.93 -1.84 5.73
H 1.05 -0.31 4.70
H -1.34 -0.92 3.96
H 0.44 -0.82 2.36
H 1.07 -2.40 3.04
H -0.04 -3.50 1.38
H -1.59 -3.28 2.39
H -2.17 -0.22 0.85
H -2.57 -1.35 2.02
H -3.42 -2.49 -0.47
H -4.41 -1.91 0.96
H -5.34 -0.49 -0.72
H -4.01 0.62 0.04
H -4.83 1.59 -2.03
H -3.07 1.83 -1.55
H -4.41 1.53 -4.41
H -2.76 0.68 -4.21
H -0.99 2.22 -6.37
H 1.52 1.52 -6.31
H 3.56 0.48 -1.63
H 4.47 -0.69 -2.79
H 2.64 -0.72 -2.67
H 3.62 0.85 -6.11
H 4.51 -0.48 -5.22
H 2.63 -0.58 -5.43
H 5.32 1.84 -4.64
H 3.93 3.03 -4.63
H 2.86 3.71 -2.24
H 4.15 4.17 -1.02
H 3.43 2.49 -0.87
H 5.66 1.34 -1.04
H 6.89 2.68 -1.44
H 6.59 1.26 -2.62
H 5.00 4.86 -3.80
H 6.63 3.98 -3.56
H 5.91 4.87 -2.13
H 1.42 1.69 -1.63
H -1.05 2.48 -1.71
C -1.06 -6.14 4.11
C -0.47 -6.13 2.77
N -0.01 -6.11 1.72
H -0.36 -6.53 4.86
H -1.36 -5.14 4.43
H -1.96 -6.77 4.15
C 0.51 -3.46 -6.54
C 1.95 -3.16 -6.64
N 3.07 -2.93 -6.73
H 0.27 -3.93 -5.58
H -0.09 -2.55 -6.61
H 0.18 -4.13 -7.33
C 0.28 5.08 3.79
C -0.41 3.84 3.44
N -0.95 2.86 3.16
H 1.28 4.88 4.19
H 0.40 5.73 2.92
H -0.27 5.64 4.55
C 0.39 -3.63 9.09
C -0.42 -4.84 9.26
N -1.06 -5.79 9.39
H 1.29 -3.83 8.51
H -0.17 -2.84 8.57
H 0.70 -3.22 10.06
C -8.67 -0.32 -2.34
C -7.78 0.71 -1.79
N -7.08 1.51 -1.35
H -8.64 -0.33 -3.43
H -8.39 -1.32 -1.99
H -9.71 -0.15 -2.05
*
```

E_LUMO ... -0.1033 Ha
HOMO level ... -10.2 eV
Gap between HOMO and LUMO ... 7.359 eV



Q: Which value of E_LUMO does entry 3 give?
A: -0.0334 Ha



Q: Which formula does entry 2 have?
A: C33H58BrN4O10



Q: Among the records above, which one has the highest HOMO level?
A: C33H58FI3O15S6